63
Properties=species:S:1:pos:R:3 method="wB97M-V/def2-TZVPD" total_charge=-2 e_above_lowest_kj_mol=20.6 total_energy_ev=-125605.570 multiplicity=1 orbital_gap_ev=6.0
Sr 0.506 -0.396 1.315
S -4.036 -2.951 0.667
C -4.643 -1.490 1.367
C -5.814 -1.252 2.087
C -6.044 0.026 2.564
C -5.121 1.056 2.328
C -3.965 0.819 1.612
C -3.726 -0.469 1.133
N -2.584 -0.828 0.421
C -2.603 -2.080 0.111
C -1.503 -2.820 -0.587
C -1.845 -3.917 -1.388
C -0.844 -4.649 -2.008
C 0.486 -4.284 -1.786
C 0.781 -3.189 -0.979
C -0.190 -2.373 -0.351
H -6.523 -2.048 2.280
H -6.938 0.231 3.139
H -5.302 2.044 2.735
H -3.231 1.598 1.442
H -2.885 -4.193 -1.542
H -1.092 -5.497 -2.637
H 1.289 -4.866 -2.231
H 1.833 -2.966 -0.818
Cl -3.217 3.284 5.972
C -2.228 2.877 4.598
C -1.691 3.866 3.802
Cl -1.980 5.547 4.165
C -0.901 3.501 2.695
Cl -0.227 4.729 1.651
C -0.636 2.174 2.349
O 0.083 1.835 1.307
C -1.218 1.129 3.184
O -1.015 -0.121 2.875
C -1.986 1.526 4.285
Cl -2.687 0.256 5.240
C 4.231 0.982 -0.333
P 2.552 1.577 -0.821
C 2.646 3.297 -0.217
C 2.837 1.899 -2.620
C 3.045 0.675 -3.521
P 2.148 -0.852 -2.982
C 2.460 -1.897 -4.457
C 0.409 -0.380 -3.352
H 5.024 1.594 -0.777
H 4.369 -0.062 -0.621
H 4.320 1.026 0.754
H 3.602 3.754 -0.492
H 2.513 3.304 0.864
H 1.823 3.884 -0.626
H 3.683 2.587 -2.705
H 1.942 2.428 -2.960
H 4.106 0.411 -3.543
H 2.739 0.921 -4.544
H 2.194 -1.386 -5.389
H 1.866 -2.812 -4.374
H 3.513 -2.183 -4.492
H 0.315 0.100 -4.333
H 0.033 0.294 -2.581
H -0.217 -1.274 -3.316
S 3.261 -1.521 2.069
C 2.811 -2.574 3.330
N 2.507 -3.292 4.189



11
Properties=species:S:1:pos:R:3 method="wB97M-V/def2-TZVPD" e_above_lowest_kj_mol=333.2 total_energy_ev=-10248.812 multiplicity=1 orbital_gap_ev=7.9
O -2.281 0.847 -1.173
C -1.308 0.603 -0.467
N 0.041 1.204 -0.523
C 0.977 0.357 -0.414
O 2.279 0.642 -0.255
C 0.531 -1.060 -0.442
N -0.729 -1.035 -0.568
H -1.587 0.576 0.596
H 2.334 1.613 -0.263
H 1.148 -1.949 -0.335
H -1.385 -1.796 -0.650



6
Properties=species:S:1:pos:R:3 method="wB97M-V/def2-TZVPD" total_charge=-1 e_above_lowest_kj_mol=556.0 total_energy_ev=-17579.889 multiplicity=1 orbital_gap_ev="8.0 / 9.2"
N 0.215 0.251 -0.217
N 0.797 -0.674 1.096
O 0.346 1.513 -0.260
Cl -1.931 -0.747 -1.621
H -0.565 -0.261 -0.816
H 1.137 -0.082 1.818